Record 1
Molecular formula: C16H17BrCl4FN4O4
Method: DFT, ωB97M-V/def2-TZVPD

E_tot ... -153859.03137 eV
LUMO energy ... -0.1380 hartree
Net charge ... +1
Gap between HOMO and LUMO ... 0.3350 Ha
F_max ... 3.60 eV/A
HOMO level ... -12.87 eV
Relative energy (zero: lowest compared OMol25 entry of this formula, charge and spin) ... 0.00 kcal per mole

Geometry (Å):
O: -0.33997 4.54812 -3.57903
C: 0.18935 3.61978 -3.06833
F: 1.13919 2.93080 -3.71525
N: -0.13333 3.16393 -1.73877
C: -1.48062 2.64314 -1.74520
O: -2.44241 3.33884 -1.75690
N: -1.58350 1.17023 -1.77417
C: -1.43137 0.48249 -3.09081
C: -2.57841 -0.50662 -3.44951
C: -1.99790 -1.96262 -3.44369
Br: -1.72360 -2.66119 -5.24150
C: -1.79471 0.53698 -0.66801
N: -1.89821 -0.86168 -0.49895
C: -1.70389 -1.15696 0.96706
C: -0.95768 0.15822 1.31853
O: -0.65410 0.44428 2.61712
C: 0.61709 -0.09314 2.94427
O: 0.71709 -0.91677 3.79591
C: 1.85048 0.38451 2.19613
C: 2.28807 -0.35733 1.11190
C: 3.37406 0.01570 0.35186
C: 4.05581 1.17367 0.69300
C: 3.63465 1.89018 1.78784
C: 2.55028 1.52321 2.55495
N: -1.92452 1.07236 0.61069
H: 0.46836 2.34138 -1.61486
H: -0.43186 0.02637 -3.12391
H: -1.39631 1.28189 -3.84371
H: -3.42127 -0.43294 -2.76052
H: -2.84476 -0.31075 -4.49007
H: -2.67579 -2.61071 -2.88034
H: -1.03053 -2.02669 -2.93877
H: -1.00128 -1.18264 -0.88800
H: -1.20089 -2.09485 1.19166
H: -2.70135 -1.02611 1.40499
H: -0.12163 0.12291 0.58964
H: 1.76044 -1.26202 0.80088
H: 3.67250 -0.57522 -0.51009
H: 4.90272 1.52576 0.11215
H: 4.15788 2.80302 2.06761
H: 2.21232 2.07572 3.42716
H: -1.48305 1.99016 0.72061
C: 0.67402 -4.24652 5.11603
Cl: -0.04745 -3.73831 3.57490
Cl: 2.43460 -4.20727 4.97540
Cl: 0.15633 -3.14616 6.39538
Cl: 0.14513 -5.88714 5.49474

Atoms 1-6, force components in eV/Å:
0.336 -0.881 0.379
-0.943 2.500 -0.775
-0.120 -0.360 1.058
0.426 -2.777 -1.465
-0.585 1.692 0.009
0.553 -0.892 0.045

=====

Record 2
Molecular formula: C16H17Cl2F3I2N6O3Se3TeTi
Method: DFT, ωB97M-V/def2-TZVPD

E_tot ... -307806.29797 eV
LUMO energy (alpha / beta) ... 0.0691 / 0.0691 hartree
Expectation value of S² ... 0.756
Net charge ... -1
Gap between HOMO and LUMO (alpha / beta) ... 0.1887 / 0.1889 Ha
F_max ... 0.54 eV/A
HOMO level (alpha / beta) ... -3.25 / -3.26 eV
Spin multiplicity ... 2
Relative energy (zero: lowest compared OMol25 entry of this formula, charge and spin) ... 12.59 kcal per mole

Geometry (Å):
Ti: -0.98073 -1.06577 -0.79417
Se: -2.93966 -1.50103 -2.69581
Se: -4.62961 -2.29997 -1.34562
Te: -3.45130 -4.39296 -0.45765
Se: -1.06251 -3.69156 -0.67003
C: 1.88483 1.32631 2.42259
N: 0.86548 2.14876 1.79540
C: 0.80805 3.55574 2.13649
C: 0.01842 1.57355 0.89788
N: 0.17949 0.40480 0.39555
N: -1.05813 2.37044 0.53224
C: -2.11569 1.90123 -0.22884
N: -3.27120 2.64590 -0.02357
N: -1.99235 0.95901 -1.07585
H: 2.22209 1.82040 3.33137
H: 2.74889 1.16694 1.76842
H: 1.47492 0.35807 2.70601
H: 1.80491 3.88711 2.42215
H: 0.13058 3.75577 2.97471
H: 0.50074 4.15079 1.27756
H: 1.03052 -0.04706 0.70712
H: -1.35320 3.01732 1.24462
H: -3.50811 2.65739 0.96274
H: -4.04733 2.26202 -0.54520
H: -2.86931 0.72215 -1.53818
I: 3.90182 -2.51269 0.42018
C: 3.24414 -1.55327 -1.31182
C: 4.16649 -1.08654 -2.25922
C: 3.74627 -0.41052 -3.37325
I: 5.19052 0.24741 -4.74249
C: 2.37032 -0.13968 -3.58366
C: 1.81466 0.57586 -4.66709
C: 0.46694 0.79231 -4.71233
C: -0.35340 0.31027 -3.67866
N: 0.12523 -0.37351 -2.66579
C: 1.46108 -0.61251 -2.61711
C: 1.87423 -1.37181 -1.46644
O: 0.97735 -1.79898 -0.65861
H: 5.22118 -1.26524 -2.10172
H: 2.45975 0.95065 -5.45076
H: 0.02153 1.33493 -5.53465
H: -1.42156 0.48925 -3.68100
Cl: 2.36791 -1.72864 4.67827
C: 1.40646 -2.93782 3.78584
Cl: 0.27089 -2.22335 2.65618
H: 0.85295 -3.51696 4.51489
H: 2.09952 -3.55468 3.22541
F: -3.72525 -0.78097 4.01186
C: -3.54532 -1.38758 2.82252
F: -2.93909 -2.55522 3.06322
F: -4.76623 -1.65098 2.33029
C: -2.73779 -0.49340 1.83391
O: -2.60270 0.69230 2.13797
O: -2.33773 -1.12399 0.82415

Atoms 1-6, force components in eV/Å:
-0.422 -0.090 -0.320
0.155 0.052 -0.085
-0.129 -0.001 0.092
0.024 -0.064 0.011
0.028 0.082 0.066
0.007 0.001 -0.018

=====

Record 3
Molecular formula: C16H17ClN2O4
Method: DFT, ωB97M-V/def2-TZVPD

E_tot ... -40546.09897 eV
Structure (SMILES) ... O=C(Cc1ccc(Cl)cc1)NNC(=O)[C@H]1CC=CC[C@@H]1C(=O)O
LUMO energy ... 0.0131 hartree
Gap between HOMO and LUMO ... 0.3195 Ha
F_max ... 15.77 eV/A
HOMO level ... -8.34 eV
Relative energy (zero: lowest compared OMol25 entry of this formula, charge and spin) ... 355.96 kcal per mole

Geometry (Å):
O: -1.78046 -1.51759 0.51581
C: -1.15734 -1.68372 -0.63812
C: -1.33622 -2.50161 -1.73228
C: -2.19356 -2.01069 -2.67904
C: -1.46855 -1.41635 -3.81724
C: -2.14797 -0.73763 -4.91084
C: -3.43704 -0.52118 -4.66132
Cl: -4.36444 0.37248 -5.84108
C: -3.96868 -0.78534 -3.55181
C: -3.48159 -1.47182 -2.54208
N: -0.18185 -0.92500 -0.92223
N: 0.62031 0.08169 -0.03090
C: 1.79836 0.02644 0.50251
O: 2.51442 -0.52985 -0.13124
C: 2.32305 0.62834 1.66919
C: 3.04734 1.90466 1.20377
C: 3.41815 2.84829 2.27004
C: 2.87452 2.57364 3.71264
C: 1.98357 1.57498 4.04170
C: 1.32543 1.19238 2.56166
C: 0.24126 -0.09029 3.13114
O: 0.79889 -1.09608 3.63404
O: -0.96387 0.23271 2.73696
H: -2.10365 -3.40765 -1.17166
H: -0.56951 -3.11082 -1.81475
H: -0.62214 -1.68265 -3.95747
H: -1.49237 -0.68150 -5.87651
H: -5.05505 -0.34930 -3.38818
H: -3.85794 -1.61838 -1.68382
H: 0.61786 -1.04566 -1.61637
H: -0.31928 0.35196 0.71057
H: 3.05166 -0.20189 2.19721
H: 3.73963 1.63574 0.66181
H: 2.19962 2.64969 0.66170
H: 4.07434 3.63869 2.29110
H: 3.40489 3.26904 4.36268
H: 1.11026 2.02219 4.56831
H: 2.27931 0.91455 4.57369
H: 0.52809 2.01984 2.31477
H: -1.44948 -0.55230 2.64563

Atoms 1-6, force components in eV/Å:
1.527 -1.141 -4.292
-2.531 2.739 8.967
-7.062 -6.784 4.556
0.254 5.599 -7.033
-12.712 1.891 0.570
5.478 -2.786 0.457